Entry from OMol25: C25H21DyF3N3O7S2 as an isolated structure at a distorted geometry (ωB97M-V/def2-TZVPD).

Computed properties:
Total charge = -2
Spin multiplicity = 6
HOMO-LUMO gap (spin up / spin down) = 4.292 / 4.297 eV

Cartesian coordinates (Å):
Dy 8.800 10.145 11.526
O 10.618 11.155 12.384
C 11.000 11.803 13.441
C 10.134 12.309 14.442
C 10.675 12.977 15.574
C 9.841 13.154 16.676
C 8.532 12.668 16.682
C 7.982 11.992 15.576
C 8.696 11.859 14.389
O 8.158 11.229 13.379
N 10.426 13.704 17.853
O 9.711 13.820 18.861
O 11.595 14.171 17.792
H 12.078 12.030 13.588
H 11.698 13.317 15.515
H 7.933 12.737 17.620
H 6.974 11.579 15.538
S 11.167 8.653 10.359
C 10.209 7.974 9.164
S 8.614 8.335 9.020
C 10.817 6.917 8.348
C 10.110 6.156 7.424
N 9.432 5.488 6.710
C 12.160 6.543 8.599
N 13.284 6.202 8.594
C 9.882 11.355 6.745
C 9.562 12.560 7.703
C 10.382 12.549 9.001
C 8.062 12.669 7.918
C 7.377 13.333 6.940
C 6.093 13.700 7.125
C 5.370 13.081 8.139
C 5.924 12.173 9.018
C 4.973 11.202 9.700
C 5.201 9.720 9.352
C 4.628 11.481 11.187
C 7.368 12.024 9.000
O 8.052 11.356 9.894
H 10.977 11.196 6.790
H 9.700 11.666 5.715
H 9.286 10.478 6.987
H 9.862 13.441 7.130
H 10.572 11.597 9.469
H 9.857 13.199 9.696
H 11.371 12.974 8.768
H 7.954 13.637 6.073
H 5.636 14.368 6.466
H 4.310 13.276 8.206
H 4.073 11.453 9.223
H 6.216 9.414 9.559
H 5.031 9.616 8.267
H 4.572 9.088 9.945
H 5.477 12.026 11.679
H 4.542 10.524 11.751
H 3.696 12.102 11.287
F 6.028 7.032 14.258
C 6.609 6.859 13.001
F 5.633 6.630 12.099
F 7.489 5.842 13.043
C 7.378 8.162 12.593
O 8.651 8.219 12.766
O 6.709 9.095 12.028



Entry from OMol25: C25H21F5N6SZn as an isolated structure (ωB97M-V/def2-TZVPD).

Computed properties:
HOMO-LUMO gap = 7.526 eV
Energy relative to the best compared isomer or geometry (same formula, charge and spin) = 34.3 kJ/mol

Cartesian coordinates (Å):
Zn -0.401 0.640 -0.157
C -5.014 -3.208 -1.018
C -3.881 -3.275 0.003
N -2.562 -3.032 -0.575
C -2.058 -1.810 -0.895
S -2.744 -0.347 -0.277
N -1.029 -1.866 -1.735
N -0.410 -0.679 -1.856
C 0.098 -0.363 -2.988
C 0.005 -1.281 -4.166
C 0.603 1.028 -3.091
C 1.326 1.483 -4.188
C 1.603 2.837 -4.303
C 1.156 3.703 -3.320
C 0.504 3.160 -2.224
N 0.247 1.863 -2.100
H -5.982 -3.333 -0.526
H -5.003 -2.237 -1.515
H -4.906 -3.990 -1.775
H -4.044 -2.535 0.780
H -3.848 -4.257 0.473
H -2.161 -3.782 -1.117
H -1.019 -1.644 -4.242
H 0.279 -0.791 -5.098
H 0.636 -2.159 -4.021
H 1.667 0.787 -4.942
H 2.153 3.211 -5.158
H 1.315 4.771 -3.388
H 0.177 3.794 -1.407
N 2.029 0.249 -0.252
C 2.513 -0.382 0.924
C 3.808 -0.293 1.352
C 4.242 -0.985 2.503
C 3.375 -1.770 3.206
C 2.014 -1.836 2.823
C 1.046 -2.565 3.551
C -0.262 -2.499 3.180
C -0.623 -1.690 2.082
N 0.249 -1.039 1.352
C 1.570 -1.114 1.696
H 1.904 -0.423 -1.002
H 2.630 0.997 -0.570
H 4.515 0.305 0.785
H 5.279 -0.910 2.806
H 3.708 -2.336 4.070
H 1.357 -3.151 4.409
H -1.035 -3.024 3.726
H -1.667 -1.553 1.817
F 1.679 3.079 0.393
C 0.636 3.119 1.274
C -0.323 2.126 1.266
C -1.258 2.241 2.279
F -2.218 1.305 2.444
C -1.282 3.277 3.195
F -2.208 3.333 4.157
C -0.323 4.266 3.121
F -0.328 5.277 3.988
C 0.655 4.184 2.153
F 1.609 5.122 2.095



Entry from OMol25: C25H21F6N4OPS2W as an isolated structure at a distorted geometry (ωB97M-V/def2-TZVPD).

Computed properties:
Total charge = +3
Spin multiplicity = 2
HOMO-LUMO gap (spin up / spin down) = 5.132 / 5.311 eV
Energy relative to the best compared isomer or geometry (same formula, charge and spin) = 116.4 kJ/mol

Cartesian coordinates (Å):
W 0.285 0.254 1.154
C -1.513 1.437 1.769
C -1.849 0.076 2.036
C -1.039 -0.382 3.106
C -0.160 0.658 3.465
C -0.444 1.794 2.644
H -2.100 2.129 1.183
H -2.668 -0.470 1.592
H -1.104 -1.354 3.576
H 0.509 0.660 4.313
H -0.087 2.799 2.817
S 6.532 3.965 -0.926
N 6.314 2.934 0.285
C 5.041 2.575 0.262
C 4.392 1.691 1.205
C 5.031 1.129 2.319
C 4.286 0.366 3.188
C 2.936 0.154 2.936
N 2.312 0.653 1.860
C 3.040 1.427 1.005
C 2.313 2.010 -0.088
N 0.987 1.686 -0.167
C 0.228 2.329 -1.084
C 0.752 3.241 -1.975
C 2.103 3.541 -1.929
C 2.900 2.928 -0.958
C 4.309 3.190 -0.782
N 5.044 4.001 -1.527
H 6.085 1.317 2.482
H 4.730 -0.074 4.070
H 2.358 -0.451 3.613
H -0.825 2.097 -1.085
H 0.096 3.715 -2.691
H 2.549 4.257 -2.609
C -6.751 -2.907 -2.088
C -5.388 -2.297 -2.027
C -4.325 -2.976 -1.414
C -3.056 -2.439 -1.376
C -2.849 -1.186 -1.956
C -3.886 -0.478 -2.563
C -5.146 -1.047 -2.601
S -1.279 -0.430 -2.000
C -0.223 -1.711 -2.648
O -0.832 -0.278 -0.502
H -6.894 -3.666 -1.322
H -6.900 -3.389 -3.058
H -7.529 -2.150 -1.999
H -4.503 -3.951 -0.977
H -2.249 -2.985 -0.905
H -3.710 0.491 -3.013
H -5.956 -0.517 -3.085
H -0.407 -2.655 -2.144
H 0.812 -1.394 -2.530
H -0.471 -1.790 -3.707
F 1.497 -1.148 0.126
P 1.200 -2.831 1.007
F 0.832 -4.069 1.836
F -0.359 -2.261 0.954
F 1.267 -1.825 2.328
F 2.739 -2.960 1.021
F 1.024 -3.432 -0.414



Entry from OMol25: C25H21N2NaO4 as an isolated structure at a distorted geometry (ωB97M-V/def2-TZVPD).

Computed properties:
HOMO-LUMO gap = 4.493 eV

Cartesian coordinates (Å):
C -7.253 -2.395 -0.991
C -6.995 -1.124 -0.467
C -5.826 -0.440 -0.819
C -4.904 -1.024 -1.699
C -3.572 -0.374 -1.928
O -2.695 -1.085 -1.024
C -1.481 -0.513 -0.877
N -0.806 -1.210 0.150
N 0.392 -0.799 0.317
C 1.452 -1.710 -0.010
O 1.394 -2.752 -0.626
O 2.623 -1.204 0.481
C 3.727 -2.130 0.387
C 4.907 -1.415 0.984
C 6.168 -1.619 0.409
C 7.261 -0.845 0.803
C 7.113 0.115 1.808
C 5.873 0.261 2.440
C 4.771 -0.505 2.044
O -1.100 0.434 -1.574
C -5.169 -2.291 -2.235
C -6.341 -2.968 -1.886
H -8.153 -2.937 -0.699
H -7.704 -0.651 0.213
H -5.592 0.553 -0.426
H -3.213 -0.508 -2.958
H -3.607 0.686 -1.648
H 3.490 -3.058 0.935
H 3.908 -2.370 -0.669
H 6.241 -2.382 -0.367
H 8.223 -0.994 0.315
H 7.952 0.748 2.091
H 5.751 0.978 3.252
H 3.809 -0.400 2.551
H -4.434 -2.719 -2.921
H -6.537 -3.946 -2.327
C -1.685 1.852 1.485
Na 2.042 3.474 1.527
C -0.957 0.818 2.025
C 0.361 0.755 1.369
C 0.366 1.894 0.431
C -0.837 2.604 0.575
C -0.974 3.830 -0.082
C 0.030 4.199 -0.977
C 1.179 3.433 -1.180
C 1.342 2.215 -0.514
H -2.736 2.086 1.646
H -1.257 0.181 2.864
H 1.298 0.399 1.802
H -1.852 4.448 0.131
H -0.098 5.125 -1.543
H 1.945 3.763 -1.881
H 2.159 1.515 -0.711



Total energy in eV, matching the order above: -98978.6642; -108048.1250; -83343.2004; -41848.5361